No. 1
DFT (ωB97M-V/def2-TZVPD) results for a molecular structure, C68H134CaN23O22P6 in a non-equilibrium geometry.

total charge: -1
E_LUMO: 0.72 eV
HOMO: -0.217 hartree
largest force on an atom: 0.0927 hartree/bohr

Each line ends with the Löwdin charge.
Cartesian coordinates (Å):
Ca (-0.896, 2.792, -1.317)  1.440
C (1.500, 2.795, -2.224)  -0.965
O (0.617, 3.510, -2.818)  -0.247
O (1.209, 2.390, -0.994)  -0.277
O (2.651, 2.732, -2.697)  -0.052
O (-1.505, -0.906, 0.580)  0.059
C (-1.599, 0.379, 0.154)  -0.822
O (-1.681, 0.589, -1.073)  -0.139
O (-1.867, 1.285, 0.977)  -0.056
H (-1.135, -1.367, -0.197)  0.019
C (0.210, 4.110, 2.323)  -0.051
C (-0.423, 4.819, 3.390)  -0.041
C (0.301, 5.851, 4.007)  0.012
C (1.577, 6.216, 3.524)  -0.154
C (2.149, 5.591, 2.498)  -0.016
C (1.441, 4.546, 1.880)  -0.048
N (2.388, 7.356, 4.078)  -0.355
O (1.911, 7.981, 5.031)  0.053
O (3.423, 7.566, 3.556)  0.091
H (-0.295, 3.252, 1.894)  0.090
H (-1.305, 4.340, 3.807)  0.092
H (0.002, 6.411, 4.917)  0.123
H (3.128, 5.860, 2.154)  0.113
H (1.979, 3.921, 1.213)  0.068
C (3.016, 8.061, -1.194)  -0.048
C (2.219, 8.560, -0.150)  -0.066
C (1.005, 8.001, 0.155)  -0.015
C (0.646, 6.833, -0.506)  -0.145
C (1.454, 6.239, -1.484)  0.053
C (2.603, 6.926, -1.872)  -0.050
N (-0.590, 6.193, -0.108)  -0.327
O (-0.927, 5.197, -0.708)  -0.018
O (-1.290, 6.722, 0.735)  0.090
H (3.947, 8.569, -1.388)  0.101
H (2.610, 9.401, 0.412)  0.109
H (0.381, 8.350, 1.004)  0.135
H (1.235, 5.353, -2.035)  0.090
H (3.093, 6.532, -2.703)  0.093
C (-0.763, 2.678, -5.820)  -0.069
C (-1.600, 1.951, -6.712)  -0.051
C (-1.032, 1.101, -7.677)  -0.011
C (0.347, 0.873, -7.643)  -0.183
C (1.155, 1.617, -6.827)  0.022
C (0.577, 2.514, -5.899)  -0.050
N (0.894, -0.095, -8.578)  -0.363
O (2.096, -0.100, -8.738)  0.076
O (0.161, -0.887, -9.137)  0.064
H (-1.275, 3.342, -5.120)  0.101
H (-2.692, 2.221, -6.813)  0.110
H (-1.631, 0.508, -8.336)  0.103
H (2.185, 1.564, -6.954)  0.102
H (1.248, 3.072, -5.262)  0.103
C (5.191, 3.430, 1.778)  -0.039
C (6.163, 4.437, 2.010)  -0.054
C (6.467, 5.345, 1.021)  -0.009
C (5.706, 5.367, -0.144)  -0.139
C (4.718, 4.432, -0.338)  -0.024
C (4.416, 3.501, 0.626)  -0.070
N (5.981, 6.402, -1.162)  -0.345
O (5.723, 6.099, -2.295)  0.088
O (6.576, 7.405, -0.768)  0.059
H (5.078, 2.723, 2.559)  0.088
H (6.676, 4.461, 2.948)  0.099
H (7.262, 6.040, 1.089)  0.105
H (4.143, 4.393, -1.246)  0.103
H (3.558, 2.877, 0.372)  0.095
C (6.184, 2.300, -2.788)  -0.056
C (7.415, 2.194, -3.376)  -0.075
C (8.017, 0.967, -3.421)  -0.063
C (7.373, -0.184, -3.166)  -0.116
C (6.107, -0.119, -2.527)  -0.012
C (5.482, 1.144, -2.414)  -0.037
N (8.074, -1.547, -3.356)  -0.330
O (7.467, -2.451, -2.740)  0.016
O (9.034, -1.695, -4.021)  0.112
H (5.688, 3.255, -2.618)  0.094
H (7.989, 3.092, -3.683)  0.123
H (9.030, 0.891, -3.787)  0.118
H (5.523, -0.997, -2.279)  0.085
H (4.455, 1.225, -1.968)  0.102
O (3.844, -3.926, 2.128)  -0.292
P (4.152, -2.534, 1.786)  0.511
N (2.957, -1.738, 0.896)  -0.257
C (3.215, -0.553, 0.091)  -0.086
C (1.582, -1.870, 1.331)  -0.109
N (5.574, -2.470, 0.900)  -0.283
C (6.334, -1.236, 0.987)  -0.115
C (5.768, -3.341, -0.249)  -0.089
N (4.412, -1.665, 3.172)  -0.296
C (5.505, -2.145, 4.018)  -0.103
C (3.513, -0.553, 3.578)  -0.075
H (3.331, 0.378, 0.609)  0.065
H (2.401, -0.378, -0.581)  0.072
H (4.092, -0.765, -0.573)  0.061
H (0.785, -2.047, 0.596)  0.073
H (1.180, -0.999, 1.870)  0.052
H (1.581, -2.718, 2.018)  0.073
H (5.842, -0.613, 1.709)  0.055
H (7.425, -1.382, 1.234)  0.105
H (6.247, -0.673, 0.066)  0.051
H (5.463, -4.352, -0.038)  0.072
H (5.044, -3.006, -1.047)  0.067
H (6.779, -3.289, -0.622)  0.064
H (5.227, -2.100, 5.086)  0.088
H (5.836, -3.105, 3.694)  0.067
H (6.399, -1.558, 3.822)  0.066
H (3.619, 0.281, 2.942)  0.050
H (3.712, -0.238, 4.603)  0.089
H (2.457, -0.875, 3.660)  0.046
O (-7.403, -0.450, -2.319)  -0.301
P (-6.494, -1.506, -2.799)  0.530
N (-6.853, -2.851, -1.822)  -0.295
C (-8.257, -3.026, -1.322)  -0.102
C (-6.128, -4.122, -1.849)  -0.147
N (-4.860, -1.387, -2.641)  -0.271
C (-4.185, -0.515, -3.624)  -0.079
C (-4.283, -1.566, -1.314)  -0.072
N (-6.786, -1.872, -4.424)  -0.291
C (-7.875, -1.236, -5.143)  -0.111
C (-5.826, -2.695, -5.104)  -0.140
H (-8.792, -3.725, -2.017)  0.081
H (-8.838, -2.126, -1.335)  0.048
H (-8.312, -3.450, -0.272)  0.094
H (-5.115, -4.020, -2.329)  0.056
H (-6.558, -4.903, -2.453)  0.064
H (-5.953, -4.635, -0.898)  0.084
H (-4.924, 0.040, -4.163)  0.059
H (-3.567, 0.240, -3.160)  0.075
H (-3.550, -1.139, -4.256)  0.070
H (-3.312, -2.019, -1.433)  0.050
H (-4.099, -0.612, -0.807)  0.077
H (-5.000, -2.217, -0.795)  0.077
H (-8.535, -2.028, -5.524)  0.080
H (-8.437, -0.602, -4.458)  0.068
H (-7.577, -0.627, -5.978)  0.067
H (-4.868, -2.186, -5.321)  0.054
H (-6.127, -3.083, -6.137)  0.107
H (-5.482, -3.588, -4.560)  0.061
O (-2.987, 3.068, -2.439)  -0.383
P (-4.369, 3.540, -2.169)  0.554
N (-5.354, 2.766, -3.369)  -0.272
C (-6.815, 3.080, -3.374)  -0.098
C (-4.812, 2.976, -4.723)  -0.141
N (-4.373, 5.187, -2.367)  -0.288
C (-5.409, 6.161, -2.197)  -0.141
C (-3.428, 5.775, -3.320)  -0.108
N (-5.092, 3.336, -0.738)  -0.304
C (-4.639, 4.106, 0.367)  -0.110
C (-5.503, 1.968, -0.417)  -0.071
H (-7.316, 2.477, -2.611)  0.061
H (-7.149, 2.736, -4.418)  0.098
H (-7.050, 4.203, -3.251)  0.086
H (-4.992, 4.001, -5.101)  0.089
H (-5.270, 2.301, -5.419)  0.067
H (-3.776, 2.728, -4.729)  0.041
H (-5.904, 6.352, -3.123)  0.065
H (-6.168, 5.787, -1.486)  0.085
H (-5.016, 7.111, -1.760)  0.101
H (-2.929, 6.678, -2.963)  0.088
H (-2.579, 5.063, -3.412)  0.077
H (-3.881, 5.950, -4.265)  0.064
H (-3.887, 3.554, 0.994)  0.101
H (-4.280, 5.087, 0.047)  0.072
H (-5.561, 4.321, 0.985)  0.105
H (-6.548, 2.014, -0.073)  0.101
H (-4.770, 1.581, 0.253)  0.071
H (-5.538, 1.293, -1.276)  0.058
O (-0.190, -5.927, 5.800)  -0.309
P (1.307, -6.035, 5.809)  0.513
N (1.853, -6.394, 4.300)  -0.301
C (0.951, -6.431, 3.053)  -0.056
C (3.272, -6.645, 3.955)  -0.100
N (1.920, -7.132, 6.922)  -0.297
C (1.095, -8.255, 7.396)  -0.102
C (3.260, -7.049, 7.479)  -0.138
N (2.238, -4.660, 6.098)  -0.284
C (2.202, -3.672, 4.944)  -0.074
C (1.927, -3.941, 7.299)  -0.152
H (-0.109, -6.370, 3.216)  0.057
H (1.057, -7.446, 2.599)  0.079
H (1.326, -5.702, 2.342)  0.057
H (3.724, -5.834, 3.327)  0.062
H (3.412, -7.609, 3.452)  0.076
H (3.834, -6.700, 4.918)  0.065
H (0.089, -8.190, 6.988)  0.070
H (1.467, -9.196, 7.029)  0.064
H (1.133, -8.335, 8.493)  0.083
H (3.857, -6.366, 6.963)  0.034
H (3.176, -6.754, 8.511)  0.067
H (3.820, -8.058, 7.424)  0.111
H (1.164, -3.265, 4.780)  0.098
H (2.897, -2.807, 5.148)  0.079
H (2.580, -4.143, 4.062)  0.021
H (2.654, -3.118, 7.441)  0.084
H (1.929, -4.555, 8.231)  0.084
H (0.926, -3.457, 7.286)  0.076
O (-1.851, 0.142, 6.977)  -0.291
P (-2.173, -0.344, 5.632)  0.499
N (-1.369, 0.322, 4.309)  -0.268
C (-0.153, -0.213, 3.719)  -0.113
C (-1.436, 1.764, 4.087)  -0.135
N (-3.779, -0.024, 5.244)  -0.308
C (-4.246, 0.078, 3.881)  -0.134
C (-4.778, -0.020, 6.307)  -0.103
N (-1.948, -1.970, 5.504)  -0.310
C (-2.627, -2.672, 4.406)  -0.108
C (-2.043, -2.705, 6.742)  -0.137
H (-0.137, -1.285, 3.830)  0.060
H (0.786, 0.198, 4.185)  0.094
H (-0.184, 0.002, 2.669)  0.050
H (-1.685, 1.995, 3.044)  0.048
H (-0.518, 2.241, 4.340)  0.060
H (-2.275, 2.303, 4.633)  0.106
H (-3.482, -0.059, 3.135)  0.062
H (-5.097, -0.574, 3.678)  0.074
H (-4.655, 1.107, 3.764)  0.085
H (-5.504, -0.791, 6.038)  0.078
H (-4.330, -0.302, 7.241)  0.062
H (-5.219, 0.956, 6.449)  0.074
H (-2.318, -3.749, 4.351)  0.092
H (-3.771, -2.616, 4.489)  0.098
H (-2.366, -2.300, 3.428)  0.063
H (-3.100, -2.832, 7.028)  0.081
H (-1.395, -2.322, 7.534)  0.072
H (-1.662, -3.760, 6.478)  0.086
O (-1.026, -2.350, -1.522)  -0.286
P (-0.230, -3.026, -2.609)  0.646
N (-1.112, -4.398, -3.226)  -0.305
C (-2.562, -4.272, -3.374)  -0.110
C (-0.604, -5.570, -3.799)  -0.167
N (1.155, -3.918, -2.145)  -0.298
C (2.516, -3.484, -2.461)  -0.095
C (1.065, -4.873, -1.012)  -0.096
N (0.192, -1.954, -3.776)  -0.269
C (0.583, -0.547, -3.453)  -0.043
C (0.393, -2.366, -5.180)  -0.063
H (-3.153, -5.083, -2.866)  0.100
H (-2.818, -4.186, -4.450)  0.090
H (-2.811, -3.373, -2.868)  0.023
H (0.397, -5.877, -3.427)  0.082
H (-0.495, -5.473, -4.931)  0.094
H (-1.231, -6.424, -3.675)  0.067
H (2.558, -3.176, -3.467)  0.046
H (2.923, -2.650, -1.808)  0.078
H (3.145, -4.364, -2.319)  0.081
H (0.065, -5.219, -0.932)  0.062
H (1.805, -5.673, -1.160)  0.083
H (1.402, -4.426, -0.035)  0.078
H (0.034, 0.124, -4.056)  0.068
H (0.349, -0.320, -2.436)  0.050
H (1.650, -0.408, -3.498)  0.086
H (0.136, -1.564, -5.870)  0.075
H (-0.382, -3.101, -5.304)  0.060
H (1.362, -2.702, -5.411)  0.062



No. 2
DFT (ωB97M-V/def2-TZVPD) results for a molecular structure, C10H22ClMoO4P2 in a non-equilibrium geometry.

spin multiplicity: 3
total charge: +3
E_LUMO (spin up / spin down): -13.44 / -13.56 eV
HOMO (spin up / spin down): -0.753 / -0.726 hartree
largest force on an atom: 0.1340 hartree/bohr

Each line ends with the Löwdin spin population.
Cartesian coordinates (Å):
C (-1.969, -1.917, -3.570)  0.004
C (-1.388, -1.204, -2.418)  0.018
H (-2.880, -1.407, -3.908)  0.002
H (-2.214, -2.963, -3.332)  0.001
H (-1.227, -1.854, -4.374)  0.000
O (-1.706, -0.098, -1.986)  0.064
Cl (0.035, -2.072, -1.667)  0.016
Mo (0.215, -0.317, -0.052)  1.028
P (-1.384, -0.998, 1.520)  -0.070
C (-2.303, 0.229, 2.505)  0.001
C (-2.663, -2.085, 0.794)  0.001
H (-3.459, -2.253, 1.534)  -0.001
H (-1.270, -2.434, 3.491)  -0.008
H (-2.180, -3.033, 0.520)  0.000
H (0.004, -2.828, 2.271)  0.000
H (-2.759, 0.958, 1.820)  0.000
H (-3.090, -1.619, -0.107)  0.000
C (-0.535, -2.019, 2.783)  -0.033
H (-3.072, -0.284, 3.101)  -0.001
H (0.192, -1.379, 3.305)  0.001
H (-1.579, 0.743, 3.154)  0.002
P (1.892, 1.108, -1.020)  -0.086
C (1.835, 2.914, -0.793)  -0.002
C (3.504, 0.639, -0.307)  -0.034
H (2.253, -0.209, -3.015)  0.000
H (2.749, 1.504, -3.260)  -0.003
H (1.017, 1.044, -3.277)  0.000
C (1.994, 0.838, -2.821)  -0.005
H (3.724, -0.395, -0.597)  0.000
H (4.290, 1.313, -0.672)  -0.008
H (2.630, 3.409, -1.368)  -0.001
H (1.962, 3.109, 0.280)  0.000
H (3.422, 0.694, 0.789)  0.001
H (0.850, 3.284, -1.102)  0.000
C (-0.890, 1.277, -0.181)  0.045
O (-1.500, 2.291, -0.141)  0.068
O (2.255, 2.304, 3.457)  0.809
C (1.383, 1.511, 3.039)  0.094
O (1.529, 0.579, 2.168)  0.047
H (0.335, 1.623, 3.436)  0.048



No. 3
DFT (ωB97M-V/def2-TZVPD) results for a molecular structure, C16H11CeN4O3S in a non-equilibrium geometry.

total charge: +1
E_LUMO: -5.47 eV
HOMO: -0.424 hartree
ΔE to the lowest compared entry with this formula, charge and spin: 6.6 kcal per mole
largest force on an atom: 0.0619 hartree/bohr

Each line ends with the Löwdin charge.
Cartesian coordinates (Å):
Ce (-1.520, 0.768, -1.529)  1.431
N (0.896, 4.431, -2.329)  0.093
C (0.350, 3.200, -2.453)  -0.820
S (-1.391, 3.211, -2.767)  0.661
N (1.144, 2.176, -2.347)  0.025
N (0.597, 0.913, -2.394)  -0.174
C (1.426, -0.087, -2.375)  -0.008
C (1.020, -1.463, -2.300)  -0.120
C (2.055, -2.416, -2.261)  -0.015
C (1.819, -3.766, -2.175)  -0.054
C (0.505, -4.222, -2.107)  -0.041
C (-0.538, -3.331, -2.134)  0.011
C (-0.343, -1.935, -2.247)  -0.305
O (-1.403, -1.172, -2.336)  -0.209
H (0.353, 5.223, -2.631)  0.092
H (1.902, 4.496, -2.309)  0.115
H (2.498, 0.133, -2.403)  0.156
H (3.073, -2.056, -2.284)  0.122
H (2.637, -4.470, -2.164)  0.115
H (0.300, -5.281, -2.044)  0.119
H (-1.564, -3.673, -2.089)  0.126
O (1.494, -0.504, 1.307)  0.159
C (0.419, -0.002, 1.517)  -0.365
N (-0.466, 0.418, 0.527)  0.041
C (-1.574, 0.921, 1.095)  -0.413
O (-2.543, 1.320, 0.411)  -0.070
C (-1.455, 0.892, 2.572)  -0.075
C (-2.284, 1.297, 3.596)  0.023
C (-1.851, 1.085, 4.901)  -0.038
C (-0.638, 0.472, 5.164)  -0.031
C (0.195, 0.059, 4.128)  0.026
C (-0.224, 0.288, 2.837)  -0.071
H (-3.230, 1.769, 3.391)  0.127
H (-2.469, 1.408, 5.726)  0.117
H (-0.326, 0.321, 6.187)  0.118
H (1.136, -0.429, 4.319)  0.130



> What is the formula in the first record?

C68H134CaN23O22P6



> Number 2 is which compound?

C10H22ClMoO4P2



> Look up the largest force on an atom of the first one.

0.0927 hartree/bohr